Version 1
C4H8N2 | ωB97M-V with the def2-TZVPD basis set

Last column: natural (NBO) charge in e.
Geometry (Å):
C 1.69 0.13 -0.05  -0.23
N 1.55 -1.23 0.40  -0.57
C 0.58 -0.79 -0.58  -0.13
C -0.53 0.22 -0.44  -0.09
C -1.94 0.06 0.07  -0.27
N -0.86 0.53 0.93  -0.61
H 2.41 0.44 -0.78  0.19
H 1.49 0.90 0.73  0.19
H 1.21 -1.26 1.35  0.37
H 0.66 -1.34 -1.54  0.20
H -0.37 1.00 -1.19  0.19
H -2.22 -0.98 0.14  0.19
H -2.77 0.77 -0.10  0.20
H -0.91 1.54 1.06  0.35

## Properties
SMILES string: C1N[C@H]1[C@H]1CN1
2S+1: 1
Charge: 0
HOMO: -8.73 eV
HOMO-LUMO gap: 9.8 eV

Version 2
C4H8N2 | ωB97M-V with the def2-TZVPD basis set

Last column: natural (NBO) charge in e.
Geometry (Å):
C 1.71 1.00 -0.19  -0.67
C 0.33 0.67 0.27  0.15
N -0.42 -0.10 -0.41  -0.41
C -1.76 -0.39 0.05  -0.35
C -2.14 0.13 1.38  0.26
N -2.38 0.56 2.43  -0.32
H 2.45 0.67 0.55  0.23
H 1.92 0.51 -1.15  0.23
H 1.82 2.08 -0.30  0.23
H 0.00 1.13 1.21  0.17
H -1.90 -1.48 0.06  0.25
H -2.47 0.00 -0.69  0.25
H 1.17 -2.87 -1.04  -0.02
H 0.79 -2.23 -0.99  0.01

## Properties
SMILES string: C/C=N/CC#N.[H][H]
2S+1: 1
Charge: 0
HOMO: -10.49 eV
HOMO-LUMO gap: 11.5 eV

Version 3
C4H8N2 | ωB97M-V with the def2-TZVPD basis set

Last column: natural (NBO) charge in e.
Geometry (Å):
C -0.15 -0.80 1.89  -0.23
N 0.76 0.24 1.40  -0.60
C -0.62 0.17 0.88  -0.25
C -0.94 -0.69 -0.33  0.14
C 0.32 0.86 -1.64  -0.44
N 0.00 -0.52 -1.26  -0.61
H -0.47 -0.77 2.92  0.20
H -0.04 -1.80 1.47  0.20
H 1.40 -0.18 0.73  0.35
H -1.25 1.00 1.21  0.23
H -0.60 1.43 -1.44  0.20
H 1.14 1.31 -1.08  0.21
H 0.49 0.91 -2.71  0.21
H -0.04 -1.17 -2.03  0.39

## Properties
2S+1: 1
Charge: 0
HOMO: -7.93 eV
HOMO-LUMO gap: 8.7 eV

Order from most stable to least stable according to the calculation: version 2, version 1, version 3

Version 1
C4H8N2 | ωB97M-V with the def2-TZVPD basis set

Last column: natural (NBO) charge in e.
Geometry (Å):
C -0.58 1.93 0.10  -0.44
N -1.00 0.48 0.40  -0.63
C -0.29 -0.50 -0.43  -0.20
C 0.77 -1.15 0.59  -0.51
C 1.62 -1.99 -0.33  0.28
N 2.22 -2.58 -1.16  -0.34
H 0.26 2.10 0.86  0.20
H -0.31 2.00 -1.00  0.18
H -1.43 2.62 0.39  0.21
H -2.02 0.53 0.11  0.35
H 0.27 0.02 -1.24  0.19
H -1.04 -1.21 -0.74  0.21
H 0.13 -1.82 1.25  0.25
H 1.39 -0.44 1.21  0.26

## Properties
SMILES string: CNCCC#N
2S+1: 1
Charge: 0
HOMO: -9.62 eV
HOMO-LUMO gap: 10.5 eV

Version 2
C4H8N2 | ωB97M-V with the def2-TZVPD basis set

Last column: natural (NBO) charge in e.
Geometry (Å):
C 1.78 -0.42 0.73  -0.44
C 0.51 0.40 0.95  -0.18
C 1.35 -0.18 -0.80  -0.42
C 0.17 0.54 -0.33  -0.20
N -3.24 0.41 -0.18  -0.32
N -2.23 -0.29 -0.47  -0.31
H 2.57 0.21 1.10  0.21
H 0.01 0.60 1.95  0.19
H 2.27 0.34 -1.23  0.21
H 1.18 -1.15 -1.29  0.20
H -0.59 0.97 -0.88  0.22
H 1.68 -1.52 0.97  0.21
H -3.50 0.96 -0.94  0.30
H -1.97 -0.88 0.40  0.32

## Properties
2S+1: 1
Charge: 0
HOMO: -9.27 eV
HOMO-LUMO gap: 9.9 eV

Version 3
C4H8N2 | ωB97M-V with the def2-TZVPD basis set

Last column: natural (NBO) charge in e.
Geometry (Å):
C -0.44 -0.03 -0.58  0.18
C 0.84 -0.85 -0.72  -0.28
N -0.64 1.01 -1.43  -0.77
N 1.30 -1.56 0.40  -0.83
C -0.19 0.40 1.47  -0.33
C -0.60 1.27 2.19  -0.26
H -1.34 -0.64 -0.43  0.20
H -1.56 1.44 -1.46  0.40
H 0.15 1.63 -1.59  0.39
H 0.70 -2.37 0.56  0.33
H 0.69 -0.66 1.36  0.33
H 0.41 -1.49 -1.53  0.23
H 1.63 -0.19 -1.09  0.18
H -0.95 2.04 2.84  0.23

## Properties
2S+1: 1
Charge: 0
HOMO (alpha / beta): -8.16 / -8.16 eV
HOMO-LUMO gap (alpha / beta): 8.5 / 8.5 eV

Order from most stable to least stable according to the calculation: version 1, version 2, version 3

Version 1
C4H8N2 | ωB97M-V with the def2-TZVPD basis set

Last column: natural (NBO) charge in e.
Geometry (Å):
C -0.58 -0.78 1.78  -0.25
N -0.77 0.66 1.62  -0.57
C -0.76 -0.19 0.43  -0.10
C 0.42 -0.14 -0.50  -0.11
C 0.26 0.21 -1.93  -0.25
N 0.81 1.19 -0.99  -0.59
H -1.40 -1.30 2.27  0.20
H 0.41 -1.16 2.03  0.19
H 0.11 1.17 1.68  0.35
H -1.74 -0.27 -0.05  0.20
H 1.23 -0.83 -0.26  0.19
H -0.73 0.45 -2.31  0.20
H 0.93 -0.26 -2.65  0.19
H 1.82 1.24 -1.09  0.35

## Properties
SMILES string: C1N[C@H]1[C@H]1CN1
2S+1: 1
Charge: 0
HOMO: -9.37 eV
HOMO-LUMO gap: 10.4 eV

Version 2
C4H8N2 | ωB97M-V with the def2-TZVPD basis set

Last column: natural (NBO) charge in e.
Geometry (Å):
H 0.74 2.67 0.19  0.33
N -0.19 2.29 -0.09  -0.66
C -0.01 1.03 -0.15  0.41
C 1.27 0.28 0.24  -0.28
C 1.69 -0.84 -0.36  -0.35
N -1.00 0.14 -0.63  -0.63
C -1.51 -0.87 0.29  -0.43
H 1.92 0.82 1.00  0.21
H 2.61 -1.39 -0.06  0.21
H 1.12 -1.25 -1.18  0.21
H -1.85 0.70 -0.89  0.38
H -1.93 -0.46 1.25  0.18
H -0.70 -1.53 0.63  0.20
H -2.17 -1.58 -0.24  0.21

## Properties
SMILES string: [H]/N=C(\C=C)NC
2S+1: 1
Charge: 0
HOMO: -9.39 eV
HOMO-LUMO gap: 10.3 eV

Order from most stable to least stable according to the calculation: version 2, version 1

Version 1
C4H8N2 | ωB97M-V with the def2-TZVPD basis set

Last column: natural (NBO) charge in e.
Geometry (Å):
C -1.63 0.46 -0.37  -0.62
C -0.61 -0.61 0.05  -0.39
C 0.89 -0.25 0.54  -0.15
N 1.92 -0.80 -0.34  -0.81
C 0.79 1.22 0.60  0.26
N 0.35 2.28 0.47  -0.34
H -1.37 1.09 -1.23  0.22
H -2.04 1.10 0.42  0.22
H -2.42 -0.22 -0.68  0.21
H -1.10 -1.19 0.84  0.21
H -0.46 -1.26 -0.82  0.22
H 1.10 -0.65 1.55  0.23
H 1.95 -0.29 -1.22  0.36
H 2.85 -0.78 0.05  0.37

## Properties
SMILES string: CC[C@@H](N)C#N
2S+1: 1
Charge: 0
HOMO: -10.21 eV
HOMO-LUMO gap: 11.1 eV

Version 2
C4H8N2 | ωB97M-V with the def2-TZVPD basis set

Last column: natural (NBO) charge in e.
Geometry (Å):
C -1.84 0.48 -0.20  -0.41
N -0.52 0.07 0.30  -0.31
C -0.02 -1.11 0.05  0.06
C 1.48 1.60 0.16  -0.10
C 1.05 -1.84 -0.17  -0.52
N 0.61 1.10 -0.61  -0.31
H -0.96 -1.52 0.94  0.17
H -1.93 1.56 -0.07  0.22
H -2.62 0.00 0.41  0.21
H -1.97 0.22 -1.25  0.20
H 1.57 1.36 1.24  0.17
H 2.19 2.36 -0.21  0.19
H 1.03 -2.91 -0.04  0.23
H 1.95 -1.37 -0.56  0.21

## Properties
2S+1: 1
Charge: 0
HOMO: -8.52 eV
HOMO-LUMO gap: 9.6 eV

Version 3
C4H8N2 | ωB97M-V with the def2-TZVPD basis set

Last column: natural (NBO) charge in e.
Geometry (Å):
C -0.72 -1.14 -0.06  0.25
N 0.54 -1.33 0.10  -0.48
C 1.46 -0.24 0.10  -0.24
C 0.80 1.13 -0.25  -0.44
C -0.66 1.18 0.28  -0.23
N -1.40 0.04 -0.25  -0.63
H -1.36 -2.04 -0.09  0.17
H 1.78 -0.32 1.06  0.20
H 2.25 -0.49 -0.65  0.19
H 1.47 1.96 0.20  0.22
H 0.88 1.07 -1.30  0.21
H -1.11 2.07 -0.19  0.21
H -0.79 1.20 1.44  0.19
H -2.41 -0.10 0.20  0.38

## Properties
SMILES string: C1=NCCCN1
2S+1: 1
Charge: 0
HOMO: -8.71 eV
HOMO-LUMO gap: 9.6 eV

Order from most stable to least stable according to the calculation: version 1, version 3, version 2